Computed, not measured: a single C4H8N2O molecule in a non-equilibrium geometry, with ωB97M-V with the def2-TZVPD basis set.

Calculated values
F_max: 0.022 hartree/bohr
E_LUMO: 0.031 hartree
SMILES: CN[C@H](C#N)CO
Molecular weight: 100.12 g/mol

```
15
Properties=species:S:1:pos:R:3:forces:R:3:mulliken_charge:R:1
C -1.897 0.921 0.444 -0.21 -0.01 0.01 -0.842
N -0.442 0.894 0.309 0.05 -0.06 0.13 -0.321
C 0.109 -0.090 -0.589 0.05 0.04 -0.10 0.209
C -0.301 -1.490 -0.270 -0.30 -0.92 0.26 0.258
N -0.597 -2.570 0.023 0.30 1.03 -0.27 -0.462
C 1.640 -0.010 -0.526 -0.03 0.07 -0.27 -0.795
O 2.105 -0.237 0.787 0.04 -0.28 0.07 -0.530
H -2.373 0.218 -0.252 0.09 0.11 0.11 0.271
H -2.222 0.639 1.453 0.06 0.03 -0.17 0.293
H -2.290 1.921 0.226 0.07 -0.16 0.04 0.305
H 0.027 0.801 1.204 -0.12 0.07 -0.11 0.309
H -0.218 0.119 -1.616 0.06 -0.04 0.14 0.246
H 1.932 1.011 -0.784 -0.06 -0.12 0.00 0.363
H 2.084 -0.707 -1.249 -0.06 0.10 0.13 0.358
H 2.027 -1.183 0.977 0.03 0.15 0.02 0.337
```
Positions in Å, forces in eV/Å.

***

Computed, not measured: a single C4H8N2O molecule in a non-equilibrium geometry, with ωB97M-V with the def2-TZVPD basis set.

Calculated values
F_max: 0.127 hartree/bohr
E_LUMO: 0.030 hartree
SMILES: [H]/N=C(/C)C(=O)NC
Molecular weight: 100.12 g/mol

```
15
Properties=species:S:1:pos:R:3:forces:R:3:mulliken_charge:R:1
H -1.334 -0.215 -2.625 0.28 0.48 0.05 0.259
N -1.660 -0.277 -1.665 -0.88 -1.48 -1.09 -0.671
C -0.912 0.068 -0.764 0.13 2.57 6.00 0.372
C -1.454 0.082 0.883 -1.60 -1.74 -1.80 -1.098
C 0.122 1.029 -0.283 2.72 0.87 -4.73 0.611
O -0.045 2.245 -0.406 -0.31 -1.24 1.08 -0.647
N 1.373 0.488 -0.068 -0.37 0.40 0.64 -0.202
C 1.649 -0.900 0.229 -0.18 -0.23 -0.08 -0.765
H -0.796 0.134 1.750 0.57 0.23 -0.57 0.358
H -1.959 -0.882 0.937 -0.35 0.03 0.26 0.357
H -2.182 0.890 0.912 0.04 -0.04 0.04 0.317
H 2.050 1.170 0.243 -0.08 0.00 0.09 0.236
H 2.612 -1.188 -0.202 -0.08 0.09 0.17 0.306
H 0.898 -1.536 -0.247 0.02 0.08 0.05 0.301
H 1.639 -1.109 1.305 0.08 -0.03 -0.11 0.266
```
Positions in Å, forces in eV/Å.

***

Computed, not measured: a single C4H8N2O molecule in a non-equilibrium geometry, with ωB97M-V with the def2-TZVPD basis set.

Calculated values
F_max: 0.058 hartree/bohr
E_LUMO: 0.031 hartree
SMILES: [H]/N=C1/NC[C@H](C)O1
Molecular weight: 100.12 g/mol

```
15
Properties=species:S:1:pos:R:3:forces:R:3:mulliken_charge:R:1
H 2.755 1.143 0.120 0.07 -0.08 -0.17 0.264
N 2.368 0.605 -0.655 0.82 -0.30 -0.33 -0.728
C 1.457 -0.128 -0.192 0.08 0.68 -0.66 0.554
N 0.585 -0.919 -0.967 0.21 -0.42 0.06 -0.330
C -0.578 -1.215 -0.135 -0.05 -0.18 0.25 -0.495
C -0.549 0.018 0.755 2.48 -0.57 1.01 0.103
C -1.048 1.250 0.067 -0.81 -0.42 0.27 -1.150
O 1.021 -0.049 1.067 -2.89 0.67 0.08 -0.488
H 1.030 -1.713 -1.400 0.03 0.07 -0.21 0.275
H -1.466 -1.361 -0.765 0.12 0.31 0.31 0.320
H -0.459 -2.080 0.525 0.07 -0.17 -0.22 0.285
H -0.938 -0.054 1.765 -0.25 -0.30 -0.13 0.421
H -2.108 0.912 0.167 0.14 1.12 -0.57 0.327
H -0.893 2.182 0.623 -0.03 -0.33 -0.16 0.328
H -0.776 1.341 -0.994 0.00 -0.08 0.48 0.313
```
Positions in Å, forces in eV/Å.

***

Computed, not measured: a single C4H8N2O molecule in a non-equilibrium geometry, with ωB97M-V with the def2-TZVPD basis set.

Calculated values
F_max: 0.085 hartree/bohr
E_LUMO: 0.032 hartree
SMILES: [H]/N=C(/C=C/C)ON
Molecular weight: 100.12 g/mol

```
15
Properties=species:S:1:pos:R:3:forces:R:3:mulliken_charge:R:1
H 2.637 -1.172 0.247 1.62 0.39 -0.14 0.376
N 1.709 -1.482 0.267 -0.35 -2.34 0.29 -0.589
C 0.887 -0.666 -0.115 1.66 3.95 -0.76 0.255
C -0.508 -0.853 -0.122 -1.68 -0.24 1.44 -0.366
C -1.326 0.183 -0.179 1.28 3.38 -1.41 0.235
C -2.747 0.240 0.150 -1.07 0.30 -0.94 -0.988
O 1.331 0.846 -0.361 0.76 -2.73 0.56 -0.263
N 2.778 0.803 -0.233 -0.40 0.89 -2.40 -0.521
H -0.810 -1.788 0.377 0.02 0.29 -0.60 0.312
H -0.935 1.144 -0.640 -0.03 -1.25 0.84 0.262
H -3.005 0.327 1.205 0.19 0.11 -0.04 0.264
H -3.347 0.983 -0.477 0.94 -1.03 0.94 0.271
H -2.914 -0.753 -0.183 -1.89 -1.14 0.00 0.323
H 3.025 0.510 0.681 0.21 0.78 1.15 0.208
H 3.225 1.679 -0.616 -1.25 -1.34 1.06 0.219
```
Positions in Å, forces in eV/Å.

***

Computed, not measured: a single C4H8N2O molecule in a non-equilibrium geometry, with ωB97M-V with the def2-TZVPD basis set.

Calculated values
F_max: 0.025 hartree/bohr
E_LUMO: 0.025 hartree
SMILES: N#C[C@@H](N)CCO
Molecular weight: 100.12 g/mol

```
15
Properties=species:S:1:pos:R:3:forces:R:3:mulliken_charge:R:1
N -1.337 2.523 -0.179 0.17 -1.25 0.24 -0.471
C -1.159 1.398 0.031 -0.18 1.26 -0.16 0.121
C -0.872 -0.025 0.287 0.25 0.09 0.01 0.382
N -2.092 -0.803 0.083 -0.01 -0.09 0.21 -0.693
C 0.247 -0.472 -0.655 0.11 -0.09 -0.08 -0.807
C 1.556 0.235 -0.346 0.02 0.07 -0.42 -0.452
O 1.825 0.089 1.040 0.30 -0.16 0.09 -0.505
H -0.453 -0.092 1.300 -0.24 0.08 -0.05 0.255
H -1.897 -1.778 0.293 -0.02 0.11 -0.06 0.253
H -2.791 -0.497 0.756 -0.01 -0.08 -0.15 0.274
H -0.034 -0.300 -1.698 -0.03 0.01 0.11 0.269
H 0.402 -1.547 -0.528 -0.11 0.00 0.07 0.405
H 1.491 1.299 -0.613 -0.03 -0.08 0.06 0.319
H 2.342 -0.214 -0.969 -0.05 0.07 0.18 0.349
H 2.771 0.183 1.197 -0.17 0.06 -0.04 0.300
```
Positions in Å, forces in eV/Å.

***

Computed, not measured: 2 unconnected molecules or ions with the total composition C4H8N2O in a non-equilibrium geometry, with ωB97M-V with the def2-TZVPD basis set.

Calculated values
F_max: 0.069 hartree/bohr
E_LUMO: 0.033 hartree
SMILES: Cc1cnc[nH]1.O
Molecular weight: 100.12 g/mol

```
15
Properties=species:S:1:pos:R:3:forces:R:3:mulliken_charge:R:1
C -2.066 -1.969 0.273 1.46 0.32 0.57 -1.002
C -0.932 -0.901 0.229 -1.92 -0.59 0.58 0.456
C -0.034 -0.620 -0.756 -0.49 1.21 0.91 -0.462
N 0.673 0.526 -0.397 0.11 0.06 0.87 -0.474
C 0.235 0.849 0.827 1.76 1.65 -2.23 -0.154
N -0.724 0.074 1.233 -2.29 -2.70 0.39 -0.054
H -2.678 -1.858 1.184 0.26 -0.06 -0.38 0.277
H -1.511 -2.920 0.336 -0.66 0.05 0.02 0.266
H -2.739 -2.012 -0.600 0.50 0.36 0.28 0.279
H -0.021 -1.098 -1.735 0.44 0.28 0.38 0.343
H 0.408 1.743 1.426 0.73 -0.21 -0.51 0.319
H -1.154 0.181 2.155 0.01 -0.45 -0.83 0.207
O 3.179 2.480 -1.506 1.10 0.66 0.31 -0.617
H 4.107 2.170 -1.607 -0.99 0.37 0.14 0.309
H 3.256 3.354 -1.060 -0.03 -0.95 -0.49 0.308
```
Positions in Å, forces in eV/Å.

***

Computed, not measured: 2 unconnected molecules or ions with the total composition C4H8N2O in a non-equilibrium geometry, with ωB97M-V with the def2-TZVPD basis set.

Calculated values
F_max: 0.075 hartree/bohr
E_LUMO: 0.027 hartree
SMILES: [H]/N=[NH+]\[O-].CC1C=C1
Molecular weight: 100.12 g/mol

```
15
Properties=species:S:1:pos:R:3:forces:R:3:mulliken_charge:R:1
H -1.332 2.816 1.043 0.12 -0.11 -0.56 0.255
N -1.270 1.843 0.714 0.13 -0.24 0.60 -0.544
N -1.700 1.769 -0.448 -1.67 -1.73 -0.71 0.591
O -2.102 2.706 -1.142 0.02 -0.31 -0.53 -0.610
H -1.890 0.656 -0.841 1.26 3.43 1.29 0.297
C 2.032 -1.538 0.038 -0.52 1.35 3.45 -1.365
C 0.901 -0.483 -0.008 -0.22 -0.68 -0.25 0.112
C -0.490 -0.850 -0.408 -1.17 -1.23 -0.13 -0.603
C -0.322 -0.522 0.843 0.85 -1.14 -3.44 -0.453
H 2.154 -1.792 -0.930 1.18 -0.75 -3.33 0.378
H 1.750 -2.538 0.518 0.34 1.70 0.00 0.274
H 2.951 -1.006 0.474 -1.13 -1.35 -0.56 0.322
H 1.131 0.496 -0.396 1.01 0.36 0.15 0.450
H -1.166 -1.216 -1.234 0.97 0.33 1.18 0.426
H -0.646 -0.342 1.776 -1.15 0.37 2.84 0.470
```
Positions in Å, forces in eV/Å.

***

Computed, not measured: a single C4H8N2O molecule, with ωB97M-V with the def2-TZVPD basis set.

Calculated values
F_max: 0.017 hartree/bohr
E_LUMO: 0.035 hartree
SMILES: CC(=C=NO)CN
Molecular weight: 100.12 g/mol

```
15
Properties=species:S:1:pos:R:3:forces:R:3:mulliken_charge:R:1
C -1.165 -1.405 -0.316 -0.03 -0.07 -0.03 -1.237
C -0.431 -0.089 -0.341 0.00 0.13 0.19 0.439
C -0.850 0.968 0.307 -0.05 0.16 0.17 0.354
N -1.242 2.000 0.868 0.03 -0.55 -0.67 -0.569
O -0.800 2.091 2.200 -0.04 0.27 0.25 -0.352
C 0.928 -0.038 -1.010 -0.12 0.11 -0.16 -0.547
N 1.901 -0.723 -0.154 0.24 0.19 0.00 -0.581
H -2.094 -1.359 0.262 0.22 0.04 -0.10 0.365
H -0.512 -2.172 0.113 -0.09 0.11 -0.01 0.320
H -1.405 -1.724 -1.335 -0.01 0.07 0.06 0.294
H -1.197 2.930 2.465 0.11 -0.11 0.11 0.375
H 1.186 1.007 -1.245 -0.05 -0.19 0.13 0.347
H 0.872 -0.574 -1.967 0.02 0.05 0.19 0.330
H 1.984 -0.229 0.733 -0.11 -0.08 -0.15 0.235
H 2.823 -0.682 -0.580 -0.12 -0.12 0.01 0.225
```
Positions in Å, forces in eV/Å.

***

Computed, not measured: a single C4H8N2O molecule in a non-equilibrium geometry, with ωB97M-V with the def2-TZVPD basis set.

Calculated values
F_max: 0.022 hartree/bohr
E_LUMO: 0.028 hartree
SMILES: N#C[C@@H](N)CCO
Molecular weight: 100.12 g/mol

```
15
Properties=species:S:1:pos:R:3:forces:R:3:mulliken_charge:R:1
N 1.991 -1.983 0.865 -0.70 0.84 -0.20 -0.480
C 1.441 -1.039 0.488 0.41 -0.84 0.43 0.110
C 0.910 0.209 -0.105 -0.13 -0.08 0.14 0.524
N 1.829 0.445 -1.224 0.00 0.27 -0.05 -0.668
C -0.548 0.069 -0.581 0.00 -0.01 -0.08 -0.877
C -1.574 -0.321 0.480 0.13 -0.32 -0.34 -0.462
O -1.667 0.709 1.447 -0.11 0.00 0.20 -0.516
H 0.931 0.984 0.678 0.06 -0.16 -0.13 0.202
H 1.553 1.220 -1.814 -0.16 0.06 0.18 0.229
H 2.759 0.640 -0.863 -0.14 -0.04 -0.16 0.257
H -0.585 -0.668 -1.389 0.04 0.08 0.08 0.331
H -0.860 1.037 -0.996 0.14 -0.12 0.01 0.384
H -1.300 -1.281 0.946 0.04 0.16 -0.05 0.350
H -2.542 -0.468 -0.025 0.21 0.04 0.08 0.314
H -2.338 0.449 2.093 0.21 0.14 -0.10 0.303
```
Positions in Å, forces in eV/Å.

***

Computed, not measured: a single C4H8N2O molecule, with ωB97M-V with the def2-TZVPD basis set.

Calculated values
F_max: 0.008 hartree/bohr
E_LUMO (spin up / spin down): -0.030 / -0.029 hartree
Molecular weight: 100.12 g/mol

```
15
Properties=species:S:1:pos:R:3:forces:R:3:mulliken_charge:R:1
O 2.800 -0.484 -0.498 -0.36 0.04 0.10 -0.582
C 1.626 -0.292 -0.274 0.22 0.14 -0.08 0.329
N 0.698 -1.386 -0.080 -0.18 0.04 -0.17 -0.277
C -0.332 -1.505 -0.853 0.18 -0.13 -0.21 -0.117
C -1.148 0.139 0.906 -0.26 0.29 0.19 -1.471
C -0.421 1.225 0.125 -0.06 -0.05 -0.06 -0.136
N 1.024 0.905 -0.106 0.25 -0.10 -0.09 -0.139
H 0.014 -1.145 0.814 0.07 0.02 0.10 0.501
H -0.371 -1.072 -1.851 0.13 -0.21 -0.11 0.268
H -1.145 -2.150 -0.537 0.03 0.29 0.08 0.355
H -0.918 0.258 1.972 -0.12 0.02 0.04 0.237
H -2.232 0.231 0.779 0.18 -0.02 0.03 0.255
H -0.399 2.212 0.612 0.03 -0.21 -0.01 0.332
H -0.876 1.393 -0.865 0.01 -0.06 0.23 0.225
H 1.680 1.672 -0.143 -0.10 -0.05 -0.02 0.222
```
Positions in Å, forces in eV/Å.

***

Computed, not measured: a single C4H8N2O molecule in a non-equilibrium geometry, with ωB97M-V with the def2-TZVPD basis set.

Calculated values
F_max: 0.040 hartree/bohr
E_LUMO: 0.031 hartree
SMILES: [H]/N=C/CC(=C)NO
Molecular weight: 100.12 g/mol

```
15
Properties=species:S:1:pos:R:3:forces:R:3:mulliken_charge:R:1
H -3.192 1.505 -0.074 0.30 -0.18 -0.01 0.239
N -2.424 0.824 -0.083 1.49 0.87 -0.08 -0.501
C -1.291 1.439 -0.180 -1.73 -1.12 -0.04 -0.192
C 0.087 0.791 -0.234 -0.02 0.30 0.30 -0.371
C 0.342 -0.677 0.060 -1.49 0.09 0.36 0.504
C -0.619 -1.609 0.169 -0.08 0.21 -0.08 -1.175
N 1.674 -1.063 0.194 -0.06 -1.04 -0.52 -0.238
O 2.655 -0.104 0.416 0.33 0.16 -0.33 -0.429
H -1.294 2.541 -0.257 0.40 -0.35 0.02 0.339
H 0.674 1.389 0.477 0.17 -0.12 -0.25 0.343
H 0.488 1.021 -1.230 0.10 0.11 0.10 0.287
H -1.672 -1.383 0.052 0.34 0.20 -0.05 0.350
H -0.384 -2.650 0.362 0.23 0.04 0.07 0.248
H 1.798 -1.913 0.748 0.22 0.73 -0.10 0.245
H 3.158 -0.112 -0.420 -0.21 0.11 0.62 0.351
```
Positions in Å, forces in eV/Å.

***

Computed, not measured: a single C4H8N2O molecule in a non-equilibrium geometry, with ωB97M-V with the def2-TZVPD basis set.

Calculated values
F_max: 0.057 hartree/bohr
E_LUMO: 0.033 hartree
SMILES: [H]/N=C/C(C)(O)/C=N/[H]
Molecular weight: 100.12 g/mol

```
15
Properties=species:S:1:pos:R:3:forces:R:3:mulliken_charge:R:1
H -2.661 1.848 -0.626 -0.48 -0.62 -0.34 0.227
N -1.871 1.432 -0.159 0.47 1.09 0.02 -0.445
C -1.357 0.368 -0.533 1.56 -2.03 1.47 -0.265
C -0.051 -0.139 0.241 -0.48 0.17 -0.54 0.968
C -0.019 -1.689 0.629 -0.84 1.68 -2.27 -1.413
O 0.003 0.517 1.441 0.56 1.03 1.56 -0.585
C 1.158 0.272 -0.619 0.60 -0.71 -0.34 -0.319
N 1.830 1.274 -0.284 -0.04 1.11 1.12 -0.586
H 2.635 1.447 -0.869 0.06 -0.03 -0.25 0.264
H -1.658 -0.466 -1.153 -0.87 0.35 -1.14 0.348
H 0.883 -1.703 1.232 -0.28 -0.83 0.29 0.405
H -0.988 -1.991 1.056 0.69 0.31 0.57 0.344
H 0.029 -2.283 -0.306 0.52 0.15 0.50 0.343
H 0.488 1.378 1.427 -0.46 -0.97 -0.63 0.316
H 1.578 -0.264 -1.478 -1.01 -0.69 -0.01 0.399
```
Positions in Å, forces in eV/Å.